The following is a quantum chemistry calculation of C6H6 in the gas phase, from OMol25.

Output
E_LUMO in eV: 1.0
HOMO-LUMO gap in eV: 10.9412
Calculated total energy in a.u.: -232.07980
Maximum force in eV Å⁻¹: 0.60
ΔE to the lowest compared entry with this formula, charge and spin in kcal/mol: 91.95

CARTESIAN COORDINATES (ANGSTROEM)
1 C -2.335 0.059 -0.466
2 C -1.184 0.345 -0.263
3 C 0.259 0.474 0.002
4 C 1.032 0.013 -1.251
5 C 0.499 -0.239 1.275
6 C 0.506 -0.691 2.391
7 H -3.351 -0.225 -0.618
8 H 0.522 1.523 0.193
9 H 0.586 -0.895 -1.664
10 H 0.948 0.799 -2.008
11 H 2.092 -0.167 -1.050
12 H 0.475 -1.077 3.387

***

The following is a quantum chemistry calculation of C18H20BrNO3S in the gas phase, from OMol25.

Output
E_LUMO in eV: 0.7
HOMO-LUMO gap in eV: 10.0037
Calculated total energy in a.u.: -3950.53504
Maximum force in eV Å⁻¹: 0.96
ΔE to the lowest compared entry with this formula, charge and spin in kcal/mol: 48.34

CARTESIAN COORDINATES (ANGSTROEM)
1 C -1.441 -2.040 -1.696
2 C -1.146 -0.982 -2.427
3 C -1.602 0.406 -2.113
4 C -0.423 1.275 -1.658
5 C -0.875 2.693 -1.248
6 O -1.945 2.759 -0.339
7 C -1.640 2.564 1.034
8 C -1.948 1.163 1.507
9 C -3.151 0.565 1.146
10 C -3.436 -0.730 1.541
11 C -2.525 -1.438 2.308
12 C -1.332 -0.845 2.684
13 C -1.042 0.451 2.287
14 N 0.293 0.588 -0.598
15 S 1.785 1.165 -0.159
16 O 1.714 1.718 1.165
17 O 2.295 1.972 -1.225
18 C 2.737 -0.355 -0.073
19 C 2.171 -1.581 -0.369
20 C 2.943 -2.730 -0.289
21 C 4.276 -2.647 0.084
22 C 4.848 -1.421 0.376
23 C 4.067 -0.276 0.294
24 Br 4.816 1.408 0.678
25 H -1.084 -3.026 -1.945
26 H -2.063 -1.965 -0.819
27 H -0.512 -1.077 -3.300
28 H -2.045 0.869 -2.997
29 H -2.349 0.385 -1.318
30 H 0.305 1.392 -2.467
31 H 0.004 3.224 -0.858
32 H -1.235 3.213 -2.141
33 H -2.281 3.271 1.578
34 H -0.593 2.813 1.242
35 H -3.855 1.128 0.551
36 H -4.371 -1.187 1.251
37 H -2.747 -2.450 2.614
38 H -0.623 -1.391 3.288
39 H -0.107 0.912 2.574
40 H -0.284 0.399 0.213
41 H 1.134 -1.619 -0.665
42 H 2.503 -3.688 -0.519
43 H 4.877 -3.541 0.146
44 H 5.885 -1.342 0.664

***

The following is a quantum chemistry calculation of 3 unconnected molecules or ions with the total composition C18H27IN2O6S2, from OMol25.

Output
E_LUMO in eV: -0.1
HOMO-LUMO gap in eV: 8.6086
Calculated total energy in a.u.: -2357.06411
Maximum force in eV Å⁻¹: 1.45

CARTESIAN COORDINATES (ANGSTROEM)
1 C 2.723 2.413 1.087
2 C 1.751 2.319 -0.100
3 I 2.663 3.415 -1.744
4 C 0.361 2.921 0.177
5 C -0.815 1.969 0.081
6 C -1.956 2.475 -0.545
7 C -3.134 1.741 -0.686
8 N -4.281 2.313 -1.301
9 C -3.153 0.459 -0.165
10 C -2.036 -0.056 0.463
11 C -0.848 0.657 0.603
12 C 0.311 0.018 1.337
13 C 1.074 -0.975 0.452
14 O 2.498 -0.920 0.715
15 C 3.224 -1.127 -0.417
16 O 3.603 -2.193 -0.753
17 C -2.390 -1.444 0.927
18 O -1.694 -2.256 1.454
19 N -3.747 -1.667 0.586
20 C -4.240 -0.539 -0.131
21 O -5.329 -0.483 -0.623
22 H 2.282 2.961 1.912
23 H 2.967 1.424 1.463
24 H 3.652 2.905 0.836
25 H 1.674 1.314 -0.470
26 H 0.335 3.442 1.129
27 H 0.172 3.683 -0.565
28 H -1.936 3.483 -0.933
29 H -4.031 2.606 -2.241
30 H -4.973 1.579 -1.427
31 H -0.121 -0.563 2.144
32 H 0.970 0.744 1.787
33 H 0.708 -1.986 0.582
34 H 0.904 -0.720 -0.597
35 H 3.529 -0.223 -0.957
36 H -4.313 -1.740 1.449
37 C -4.885 -5.736 1.892
38 S -5.983 -4.319 1.951
39 O -5.173 -3.185 2.470
40 C -6.988 -4.902 3.319
41 H -4.141 -5.544 1.122
42 H -4.394 -5.859 2.857
43 H -5.460 -6.626 1.635
44 H -6.355 -5.084 4.187
45 H -7.504 -5.814 3.022
46 H -7.717 -4.128 3.550
47 C 6.561 2.810 -4.230
48 S 6.703 1.419 -3.100
49 O 5.611 1.565 -2.104
50 C 8.214 1.979 -2.305
51 H 5.643 2.681 -4.800
52 H 6.515 3.739 -3.662
53 H 7.415 2.815 -4.907
54 H 8.054 2.966 -1.871
55 H 9.020 2.008 -3.038
56 H 8.459 1.266 -1.520

***

The following is a quantum chemistry calculation of C4H7BO2 in the gas phase, from OMol25.

Output
E_LUMO in eV: 0.8
HOMO-LUMO gap in eV: 10.7607
Calculated total energy in a.u.: -331.96553
Maximum force in eV Å⁻¹: 5.16
ΔE to the lowest compared entry with this formula, charge and spin in kcal/mol: 24.69

CARTESIAN COORDINATES (ANGSTROEM)
1 C 1.059 -1.604 1.436
2 B 0.408 -0.408 0.676
3 O 1.062 0.539 0.024
4 C 0.033 1.390 -0.694
5 C -0.733 0.571 -1.787
6 C -1.266 0.733 -0.360
7 O -1.055 -0.338 0.483
8 H 0.862 -2.624 1.259
9 H 0.661 -1.420 2.463
10 H 2.181 -1.520 1.514
11 H 0.238 2.458 -0.475
12 H -0.155 -0.227 -1.958
13 H -1.191 1.054 -2.570
14 H -2.103 1.398 -0.009

***

The following is a quantum chemistry calculation of a molecular structure, C38H39KN2O6S2Si, from OMol25.

Output
E_LUMO in eV: 3.8
HOMO-LUMO gap in eV: 5.8429
Calculated total energy in a.u.: -3718.32793
Maximum force in eV Å⁻¹: 2.45
ΔE to the lowest compared entry with this formula, charge and spin in kcal/mol: 17.24
Net charge: -2

CARTESIAN COORDINATES (ANGSTROEM)
1 K 1.223 -0.566 -0.417
2 N 3.064 -3.323 -3.805
3 C 2.585 -2.777 -2.527
4 C 3.454 -1.577 -2.071
5 O 3.832 -0.774 -2.994
6 N 3.738 -1.544 -0.798
7 C 4.589 -0.451 -0.304
8 C 3.995 0.559 0.729
9 O 4.822 1.173 1.426
10 O 2.736 0.721 0.749
11 H 4.072 -3.423 -3.732
12 H 2.954 -2.577 -4.485
13 H 2.626 -3.544 -1.753
14 H 1.532 -2.479 -2.645
15 H 4.978 0.168 -1.122
16 H 5.452 -0.897 0.200
17 O 1.312 0.339 -2.551
18 S 2.040 0.743 -3.816
19 C 0.879 1.986 -4.472
20 C 0.674 3.292 -3.707
21 C 0.211 3.174 -2.253
22 C -1.264 2.813 -2.121
23 S -1.682 1.932 -0.600
24 O -0.736 0.788 -0.517
25 C -1.032 3.142 0.555
26 C -1.809 4.226 0.935
27 C -1.321 5.115 1.882
28 C -0.067 4.905 2.445
29 C 0.697 3.812 2.061
30 C 0.219 2.913 1.115
31 C 3.298 1.934 -3.377
32 C 4.096 2.477 -4.371
33 C 5.073 3.401 -4.023
34 C 5.252 3.754 -2.691
35 C 4.457 3.183 -1.706
36 C 3.469 2.270 -2.047
37 H -0.046 1.407 -4.545
38 H 1.211 2.201 -5.494
39 H -0.049 3.899 -4.268
40 H 1.615 3.846 -3.720
41 H 0.400 4.116 -1.734
42 H 0.791 2.404 -1.749
43 H -1.585 2.110 -2.895
44 H -1.917 3.692 -2.160
45 H -2.797 4.365 0.510
46 H -1.924 5.960 2.193
47 H 0.308 5.593 3.193
48 H 1.675 3.633 2.490
49 H 0.838 2.061 0.846
50 H 3.969 2.176 -5.405
51 H 5.708 3.828 -4.790
52 H 6.029 4.457 -2.417
53 H 4.614 3.410 -0.658
54 H 2.876 1.790 -1.277
55 O -1.210 -2.163 0.238
56 Si -2.142 -2.491 1.457
57 C -3.752 -3.378 0.932
58 C -4.483 -4.291 1.694
59 C -5.641 -4.890 1.206
60 C -6.092 -4.589 -0.071
61 C -5.377 -3.691 -0.853
62 C -4.224 -3.099 -0.355
63 C -1.352 -3.603 2.785
64 C -1.882 -3.818 4.060
65 C -1.247 -4.633 4.987
66 C -0.044 -5.245 4.659
67 C 0.515 -5.029 3.407
68 C -0.135 -4.219 2.483
69 C -2.749 -0.976 2.449
70 C -1.870 0.096 2.649
71 C -2.238 1.214 3.385
72 C -3.510 1.293 3.942
73 C -4.402 0.248 3.755
74 C -4.020 -0.868 3.016
75 H -4.140 -4.557 2.688
76 H -6.187 -5.597 1.822
77 H -6.989 -5.059 -0.459
78 H -5.713 -3.458 -1.858
79 H -3.652 -2.414 -0.972
80 H -2.803 -3.316 4.345
81 H -1.683 -4.781 5.969
82 H 0.463 -5.875 5.382
83 H 1.466 -5.482 3.149
84 H 0.304 -4.037 1.508
85 H -0.879 0.052 2.211
86 H -1.533 2.027 3.518
87 H -3.801 2.166 4.516
88 H -5.399 0.299 4.180
89 H -4.736 -1.671 2.867

***

The following is a quantum chemistry calculation of 3 unconnected molecules or ions with the total composition C4H13NOS, from OMol25.

Output
E_LUMO in eV: -4.2
HOMO-LUMO gap in eV: 3.7823
Calculated total energy in a.u.: -688.14473
Maximum force in eV Å⁻¹: 1.88
ΔE to the lowest compared entry with this formula, charge and spin in kcal/mol: 153.10

CARTESIAN COORDINATES (ANGSTROEM)
1 C 1.581 1.568 0.094
2 C 0.347 0.656 0.328
3 C -1.047 1.487 0.071
4 S -2.274 0.294 0.143
5 C -1.374 -2.674 -0.237
6 N 2.766 0.813 0.296
7 H 1.455 2.486 0.670
8 H 1.573 1.843 -0.964
9 H 0.299 0.168 1.299
10 H 0.348 -0.090 -0.459
11 H -0.987 2.106 -0.824
12 H -1.134 2.143 0.941
13 H -2.155 -2.608 0.522
14 H -1.653 -3.366 -1.029
15 H -1.162 -1.706 -0.663
16 H 2.642 -0.190 -0.058
17 H 3.063 0.762 1.272
18 H 2.903 -2.190 -0.775
19 H -0.433 -2.996 0.215
20 O 2.205 -1.529 -0.701